Formula: C2H7N5O
Source: OMol25
Level of theory: the ωB97M-V functional and the def2-TZVPD basis

Atoms and positions in Å:
C (-0.406, -0.242, 0.089)
C (1.630, -1.150, 0.071)
H (-0.599, 2.750, -0.667)
H (-1.218, 2.481, 0.864)
H (0.957, 1.238, -0.002)
H (-2.322, 0.129, -0.378)
H (-1.309, -2.301, 0.076)
H (2.245, -2.030, 0.209)
H (3.310, -0.194, -0.109)
N (-0.991, 2.047, -0.045)
N (-0.034, 1.020, 0.043)
N (-1.722, -0.507, 0.102)
N (0.319, -1.352, 0.075)
N (2.265, -0.062, -0.165)
O (-2.123, -1.825, -0.160)

Properties
multiplicity: 1
energy relative to the best compared isomer or geometry (same formula, charge and spin): 53.6 kcal per mole
calculated total energy: -429.3380 hartree
highest occupied orbital energy: -8.698 eV